DFT (wB97M-V/def2-TZVPD) results for one molecule with the formula C4H7NO.

Properties
2S+1: 1
M: 85.1 g/mol
LUMO: -0.32 eV
energy above the lowest of the compared OMol25 structures with the same formula, charge and spin: 417.64 kJ/mol

Element x y z (Å)
C: -1.621 0.380 -0.017
N: -0.214 0.039 -0.016
C: 0.258 -1.322 0.128
C: 2.145 0.711 0.258
C: 0.759 0.961 -0.023
O: 0.699 2.192 -0.147
H: -2.099 0.024 0.904
H: -1.707 1.469 -0.064
H: -2.144 -0.057 -0.876
H: 0.212 -1.882 -0.817
H: -0.298 -1.856 0.904
H: 1.304 -1.274 0.454
H: 2.705 0.615 -0.687